Entry from the Open Molecules 2025 dataset: C9H18N2O4S as an isolated structure (ωB97M-V with the def2-TZVPD basis set).

Structure (ORCA input):
```
! RIJCOSX wB97M-V def2-TZVPD def2/J DEFGRID3
* xyz 0 1
C 1.20693 0.80510 -0.92074
C -0.08018 0.66225 -0.17329
C 2.22873 -0.26762 -0.34947
C 3.86445 -0.22965 -0.76304
C 5.55610 -0.73769 1.40151
C -2.21370 -0.57758 0.45738
C -2.77440 -1.85202 -0.11021
C -3.29532 0.50571 0.47548
C -4.16614 0.57410 -0.84558
H 1.18704 2.91413 -0.93894
H 1.33708 2.20231 0.50258
H 0.88935 0.77036 -2.03772
H 2.24753 -0.20690 0.82856
H 1.88178 -1.32829 -0.60405
H 4.40318 0.74373 -0.61213
H 3.43492 -0.48652 -1.75210
H 4.78346 -0.06381 2.03530
H 6.30248 -1.44070 2.01854
H 6.21384 0.13192 0.98134
H -0.92374 -0.90662 -1.16131
H -1.58814 -0.50723 1.47393
H -2.84079 1.34869 0.82573
H -5.20521 0.27060 0.88213
H -5.17099 1.15863 -0.65098
H -3.65290 1.14463 -1.63624
H -4.48750 -0.35550 -1.34474
H -4.08242 -1.61724 1.17650
N 1.72500 2.11615 -0.40744
N -1.19874 -0.03407 -0.58617
O -0.07914 1.26367 0.84521
O -2.16503 -2.47953 -0.99989
O -4.17182 0.22441 1.60540
O -3.93616 -2.28654 0.35624
S 4.77048 -1.45889 0.02820
*
```

Values from the calculation:
HOMO energy, eV: -8.0884
E_tot, eV: -31625.627
LUMO, eV: 0.2